14
Properties=species:S:1:pos:R:3:mulliken_charge:R:1 method="wB97M-V/def2-TZVPD" de_lowest_kcal_mol=91.7 largest_force_ha_per_bohr=0.01403 multiplicity=1 lumo_energy_ev=1.050 homo_lumo_gap_ev=10.70 homo_energy_ev=-9.65
C 2.068 0.285 0.034 -0.861
N 0.761 0.881 0.301 -0.326
C -0.349 0.105 -0.009 0.493
O -0.543 -0.409 -1.354 -0.545
N -0.775 -1.244 0.536 -0.536
C -1.680 -0.770 -0.527 0.255
N -1.756 0.590 0.083 -0.669
H 2.220 0.212 -1.044 0.274
H 2.207 -0.709 0.477 0.317
H 2.834 0.952 0.431 0.337
H 0.673 1.230 1.247 0.279
H -1.242 -1.084 1.435 0.259
H -2.515 -1.325 -0.955 0.451
H -1.902 1.285 -0.657 0.270